1.
The following is a quantum chemistry calculation of C4H7NO2 in the gas phase, from the OMol25 dataset.

SMILES	CO/C(N)=C/C=O
E	-9844.67811	eV
frontier orbital gap	9.65	eV
energy relative to the best compared isomer or geometry (same formula, charge and spin)	60.0	kcal per mole

Geometry (Å):
C (2.151, -0.477, 0.233)
O (1.021, -0.881, -0.430)
C (-0.107, -0.139, -0.140)
N (0.133, 1.210, -0.117)
C (-1.244, -0.775, -0.158)
C (-2.448, 0.005, 0.058)
O (-3.536, -0.502, -0.043)
H (2.770, 0.133, -0.424)
H (2.760, -1.401, 0.461)
H (2.003, 0.210, 1.105)
H (-0.655, 1.774, 0.070)
H (0.720, 1.526, -0.967)
H (-1.287, -1.867, 0.098)
H (-2.280, 1.183, 0.254)

---

2.
The following is a quantum chemistry calculation of C4H7NO2 in the gas phase, from the OMol25 dataset.

SMILES	C[C@H]1CNC(=O)O1
E	-9846.09971	eV
frontier orbital gap	11.21	eV
energy relative to the best compared isomer or geometry (same formula, charge and spin)	27.2	kcal per mole

Geometry (Å):
C (0.628, 0.906, 1.984)
C (0.413, -0.197, 1.018)
C (-1.075, -0.381, 0.791)
N (-1.031, -0.866, -0.605)
C (0.026, -0.089, -1.184)
O (0.206, 0.153, -2.391)
O (0.943, 0.192, -0.222)
H (1.725, 1.021, 2.043)
H (0.282, 0.655, 2.955)
H (0.267, 1.987, 1.808)
H (0.835, -1.101, 1.330)
H (-1.559, -1.000, 1.550)
H (-1.579, 0.661, 0.890)
H (-1.902, -0.353, -1.099)

---

Number 1 is which compound? C4H7NO2